[1]
A 9-piece molecular cluster, C31H77B2FO16S9 overall in a non-equilibrium geometry, computed with the ωB97M-V functional and the def2-TZVPD basis.

Geometry as XYZ:
```
136
C31H77B2FO16S9, DFT the ωB97M-V functional and the def2-TZVPD basis
S 0.2364 -7.3733 -6.2719
S -1.4627 0.3672 12.7472
S -3.4131 0.4014 5.5466
S 3.9928 2.0313 9.1481
S 2.1378 -4.4357 -8.8819
S -2.7432 -2.5988 8.4683
S -4.3371 -2.4444 -9.2140
S -0.2794 1.1498 -1.2400
S 1.1213 4.4379 4.9709
F -2.2370 3.1997 -1.4229
O 2.1698 3.4555 4.5392
O -3.1112 -3.7797 7.6193
O -3.0865 1.8525 5.7421
O 1.3695 -6.7014 -6.9898
O -0.4600 1.4431 0.2741
O 0.3477 4.3158 -0.4393
O -3.2471 3.4418 -4.2202
O -1.4636 4.1540 -5.8541
O 1.3156 5.4856 1.5310
O -4.0133 -1.2911 -8.3107
O -1.3914 -0.7793 11.7822
O -0.5923 -0.3690 -1.5166
O 0.7918 -3.9222 -8.4632
O 1.2959 1.4807 -1.7746
O 2.6468 2.5448 9.5668
O 3.7293 2.7247 -3.9208
C -2.3796 -3.2154 10.1298
C -2.8344 -3.4364 -9.3898
C 0.8548 0.0173 -6.0428
C -1.3958 2.3105 -2.2553
C -0.5572 -8.5010 -7.4429
C 0.9722 4.6342 -1.7298
C 5.1043 2.1995 10.5656
C -2.0197 -0.2933 14.3364
C 0.3882 -1.4708 -5.4473
C 4.1051 0.1673 -3.0460
C 1.6602 5.1532 6.5428
C 2.5848 3.3727 0.8040
C 1.4754 1.2293 -3.2198
C -4.2776 -1.7527 8.9175
C 3.2493 -4.2675 -7.4645
C 2.2713 2.1825 1.8877
C 0.5404 2.1020 -4.2271
C -3.9510 0.1913 3.8323
C -1.1334 -6.1945 -6.1942
C -0.7673 -2.1382 -6.4524
C -4.3452 -1.8198 -10.9117
C -2.0401 -2.5924 -5.4891
C 2.9223 -3.1506 -9.8846
C 4.7773 3.3164 8.1454
C -1.8489 -0.4879 5.3591
C 0.0372 4.5526 -3.0405
C -0.2578 3.4928 5.6618
C 0.2262 0.7341 13.2819
C -0.1194 1.2511 -5.4901
C -0.5747 3.0934 -3.4676
C 1.3334 4.4713 0.6500
B 3.1239 1.4674 -3.4480
B -1.8104 3.5446 -4.5211
H -3.4156 -1.2832 -11.1171
H 0.8658 5.7838 6.9483
H 2.8758 2.9282 -0.2619
H -0.8454 -5.3694 -5.5383
H 1.2834 2.3576 2.5087
H 3.2131 -3.2454 -7.0803
H 0.2030 1.4837 14.0760
H -1.3949 -1.1410 14.6287
H -1.1511 -1.3732 -7.2528
H 6.1231 1.9478 10.2625
H -4.4582 -2.6546 -11.6071
H 0.1080 2.8007 6.4244
H 3.9520 -3.4392 -10.1073
H 5.8071 3.0278 7.9227
H -5.1902 -1.1369 -11.0269
H -1.4604 -8.9188 -6.9925
H 2.3652 -3.0504 -10.8192
H -2.9978 -4.2174 -10.1356
H 4.2202 3.4166 7.2108
H -4.9847 -2.4650 9.3499
H -0.2601 1.9252 -6.4672
H -4.0822 -0.8719 3.6186
H -0.1382 -1.2313 -4.4042
H -4.9058 0.7062 3.7019
H -0.3232 -3.1116 -6.9765
H -1.4675 -3.8152 10.0864
H 1.3645 5.7582 -1.6354
H 1.3081 -2.1856 -5.3054
H -1.9682 0.4904 15.0957
H -4.7108 -1.3157 8.0147
H -1.3488 -5.8051 -7.1923
H 4.3116 -0.5458 -3.9504
H 4.2681 -4.5192 -7.7676
H 2.9243 -4.9590 -6.6836
H -2.6086 -3.8994 -8.4264
H 3.1745 2.0212 2.6388
H -2.1510 1.5621 -2.7998
H -1.1353 0.7002 -5.1887
H -3.2116 0.6224 3.1528
H -0.8797 5.2906 -2.9122
H 3.1986 3.5341 -3.6621
H 1.9622 3.9969 -1.9276
H -2.2761 4.1161 -6.4633
H -3.8054 3.4612 -5.0519
H -1.2402 -0.0145 4.5851
H -1.3135 -0.4545 6.3109
H 0.7830 1.1293 12.4291
H 1.9070 4.3581 7.2502
H -3.2043 -3.8369 10.4866
H 0.7113 -0.1772 13.6394
H 3.5095 -0.3885 -2.1733
H -2.0500 -1.5285 5.0949
H 1.9963 0.2287 -5.9261
H 1.3480 0.0454 -3.3213
H 3.5030 4.0015 1.1871
H -2.2246 -2.3720 10.8063
H -0.8080 -7.9684 -8.3633
H -4.0597 -0.9579 9.6345
H -0.9885 4.1785 6.0968
H 2.9066 -2.1976 -9.3501
H -1.6480 -2.8990 -4.4048
H -2.5480 -3.5590 -5.9693
H 4.7616 4.2694 8.6800
H 0.6657 -0.0756 -7.2186
H 0.6744 4.9460 -3.9698
H -2.8370 -1.7214 -5.3477
H -3.0550 -0.6264 14.2309
H 4.7793 1.5081 11.3465
H -0.7296 2.9263 4.8554
H 2.1025 1.1559 1.3086
H -2.0176 -6.6888 -5.7853
H 5.0604 0.6311 -2.5516
H 0.1391 -9.3110 -7.6722
H 1.2711 2.8821 -4.7630
H 5.0681 3.2216 10.9498
H -1.9990 -2.7993 -9.6895
H 2.5477 5.7637 6.3610
```

For the gap between HOMO and LUMO, the calculation gives 8.30 eV. The HOMO energy is -8.2 eV. As for the spin multiplicity: 1. The calculation puts the LUMO energy at 0.0047 Eh.

Results of the Löwdin charge analysis, in e, for atoms 1 through 6:
1 S 0.84
2 S 0.84
3 S 0.80
4 S 0.81
5 S 0.82
6 S 0.79

[2]
C9H12N16O3RuSbSe4 as an isolated structure, computed with the ωB97M-V functional and the def2-TZVPD basis.

Geometry as XYZ:
```
46
C9H12N16O3RuSbSe4, DFT the ωB97M-V functional and the def2-TZVPD basis
Sb 2.1137 1.6055 -1.7585
Ru -0.4819 -0.4162 -0.6267
Se 4.0351 1.6200 -3.1954
Se 1.8886 -0.4723 -0.2657
Se 1.8338 3.5517 -0.2854
Se -0.1273 1.0012 -2.6800
O -3.4131 -1.8993 -0.8871
O -4.8555 -0.3130 -0.7418
O 5.8434 -0.3566 3.2752
N -1.0605 -3.1900 2.4958
N -1.4685 -1.0772 2.2144
N -0.0928 -3.6285 0.3229
N 4.7370 -1.4835 1.6403
N -0.9109 -3.7242 -3.0379
N -0.9118 -2.4545 -2.8620
N 1.0190 1.2097 3.4708
N -0.5962 -2.2026 -1.5720
N -0.5991 -4.3712 -1.8869
N -0.5257 1.3367 0.5852
N -0.8676 -1.5210 1.0974
N -1.5651 -2.0667 3.0425
N -1.8014 1.9198 0.6060
N -4.0709 1.7542 0.5558
N -2.6402 0.1123 -0.4735
N -3.6984 -0.7508 -0.6979
C -2.8735 1.2254 0.2181
C 3.3166 1.3950 2.8142
C -0.6525 -2.8106 1.2939
C 2.0587 1.9269 3.0463
C 2.4222 -0.7267 3.4428
C -0.4211 -3.4050 -1.0144
C 3.4981 0.0356 3.0061
C 4.8158 -0.6015 2.6653
C 1.2100 -0.0960 3.6693
H -4.1079 2.2429 1.4335
H 0.3469 -0.6647 3.9913
H 1.8787 2.9768 2.8519
H 5.6052 -1.8207 1.2585
H -0.2500 1.1187 1.5463
H -1.9080 2.8136 1.0570
H 0.1395 2.0597 0.2370
H 2.5125 -1.7971 3.5747
H 4.1101 2.0216 2.4305
H 3.9287 -1.4560 1.0297
H -4.8674 1.2024 0.2681
H -0.1199 -4.6076 0.5616
```

For the gap between HOMO and LUMO (spin up / spin down), the calculation gives 6.35 / 6.07 eV. The HOMO energy (spin up / spin down) is -2.3 / -2.2 eV. The total charge is -2. The calculation puts the energy above the lowest of the compared OMol25 structures with the same formula, charge and spin at 0.995 eV. As for the spin multiplicity: 2. The calculation puts the LUMO energy (spin up / spin down) at 0.1489 / 0.1425 Eh.

Results of the natural (NBO) charge analysis, in e, for atoms 1 through 6:
1 Sb 1.06
2 Ru 0.51
3 Se -0.76
4 Se -0.42
5 Se -0.86
6 Se -0.51

[3]
C10H22Cl7NiO6 as an isolated structure in a non-equilibrium geometry, computed with the ωB97M-V functional and the def2-TZVPD basis.

Geometry as XYZ:
```
46
C10H22Cl7NiO6, DFT the ωB97M-V functional and the def2-TZVPD basis
Ni -2.7330 0.4643 4.9744
Cl 2.6437 -1.6576 0.9829
Cl 1.9659 -4.0464 7.3984
Cl 2.4685 -3.3944 -1.2763
Cl 3.3716 -4.5633 1.3335
Cl 2.5253 -2.0735 5.2489
Cl 0.2726 -1.5720 7.0743
Cl -1.0239 -1.7767 2.7579
O -0.6745 -0.8100 1.7846
O 0.5277 4.2684 0.3777
O -1.1801 -1.0451 4.0082
O -0.0623 -2.8633 2.8045
O -2.2604 -1.4689 -3.7141
O -2.3712 -2.3273 2.5494
C -1.9372 -2.1961 -5.9397
C -0.2764 6.4787 0.7135
C -1.3574 -1.2818 -4.8334
C 1.2375 -2.8861 6.2852
C -1.8048 -1.1035 -2.4474
C -0.9861 -2.2100 -1.8170
C 2.2966 -3.2984 0.5240
C 1.0529 1.9761 0.0585
C 0.8501 5.6165 0.1733
C 1.5931 3.3722 -0.0138
H -1.7784 -3.2366 -5.6562
H -1.2202 -2.1469 -6.7592
H 0.9424 5.8339 -0.8908
H -1.4604 -0.0732 -2.3575
H -1.1282 -2.3287 -0.7428
H 0.1676 1.7109 -0.5195
H 2.5080 3.4542 0.5729
H -1.3647 -0.2568 -5.2043
H -0.7155 6.1875 1.6677
H 0.1924 7.4614 0.7644
H 0.6082 -3.5015 5.6422
H 1.8638 3.4320 -1.0680
H -2.9837 -1.9643 -6.1377
H 1.2521 -3.5209 0.7422
H -0.3565 -1.6239 -4.5701
H -1.0627 6.6243 -0.0272
H 1.8272 1.2758 -0.2548
H 0.6740 1.6793 1.0365
H 1.7670 5.8457 0.7163
H -1.2536 -3.2068 -2.1674
H -2.6995 -1.1984 -1.8321
H 0.0822 -2.0491 -1.9617
```

For the gap between HOMO and LUMO (spin up / spin down), the calculation gives 6.76 / 2.96 eV. The HOMO energy (spin up / spin down) is -11.7 / -11.7 eV. The total charge is +1. The calculation puts the energy above the lowest of the compared OMol25 structures with the same formula, charge and spin at 0.842 eV. As for the spin multiplicity: 3. The calculation puts the LUMO energy (spin up / spin down) at -0.1811 / -0.3209 Eh.

Results of the natural (NBO) charge analysis, in e, for atoms 1 through 6:
1 Ni 0.97
2 Cl 0.06
3 Cl 0.04
4 Cl -0.04
5 Cl 0.01
6 Cl -0.01

[4]
An isolated molecule of H2O3S2 in a non-equilibrium geometry, computed with the ωB97M-V functional and the def2-TZVPD basis.

Geometry as XYZ:
```
7
H2O3S2, DFT the ωB97M-V functional and the def2-TZVPD basis
S 1.8381 -0.6610 0.4864
S -0.4686 1.2378 -0.1405
O -0.9606 0.0946 0.9595
O 1.1847 0.5604 -0.4666
O -1.0594 0.9365 -1.3973
H -1.4147 -0.6832 0.4196
H 0.8806 -1.4851 0.1389
```

For the gap between HOMO and LUMO, the calculation gives 9.40 eV. The HOMO energy is -9.3 eV. The calculation puts the energy above the lowest of the compared OMol25 structures with the same formula, charge and spin at 0.674 eV. As for the spin multiplicity: 1. The calculation puts the LUMO energy at 0.0050 Eh.

Results of the natural (NBO) charge analysis, in e, for atoms 1 through 6:
1 S 0.35
2 S 1.74
3 O -0.89
4 O -0.88
5 O -0.89
6 H 0.51